This record from OMol25 describes C26H78N7O8 as an isolated structure. The level of theory is ωB97M-V/def2-TZVPD.

Properties
- total charge = +1

```
119
Properties=species:S:1:pos:R:3:forces:R:3
H 0.794909 1.297238 3.222842 1.4 -3.4 0.7
H -4.853117 -2.508731 0.832427 -6.8 -3.0 -0.5
H 0.322398 -7.566011 -1.502998 -0.6 0.5 -0.3
H 4.121753 2.688451 -1.303265 6.6 0.1 -4.5
H 4.212742 -0.458142 4.075254 1.5 -0.6 -2.0
H -3.517605 -0.589237 -1.406992 0.3 2.3 -0.3
N -2.904351 -4.743749 -0.350247 0.4 -5.1 4.2
H -0.256968 -2.830778 2.795907 -4.4 4.6 1.8
H -1.294988 0.493414 -2.160004 -2.4 -4.3 1.1
N -0.289820 1.881146 -1.302886 0.1 1.8 2.4
H -3.029568 5.296063 0.660313 -0.4 -1.5 -1.0
H -0.000347 -4.600991 2.612131 -0.7 2.3 -0.6
C -5.154561 -3.103323 -2.589060 -3.6 3.2 -4.2
H -4.285121 0.636861 2.778111 3.1 -0.6 0.7
C 0.918535 -0.273460 -5.350416 0.4 -0.9 1.5
H 0.352491 0.186687 1.213674 -1.5 1.6 3.5
H -2.424856 0.855785 0.969045 0.0 -0.1 -0.3
H -3.409828 -2.696451 1.683806 0.9 -1.2 1.3
H 3.854672 4.412038 -0.126748 2.4 1.6 0.4
H 2.397435 2.794648 2.618971 0.6 -1.1 0.3
C 3.596998 0.101359 4.676281 -2.1 2.0 5.8
O 0.644504 -5.865659 -0.230551 -2.9 2.9 1.7
H 2.451459 6.087124 -1.656708 0.1 4.1 2.0
H 4.687148 -1.360087 -0.365968 0.2 0.6 -1.2
H -4.513077 -3.334906 -3.461358 0.2 1.2 -0.3
C -3.576864 -1.581442 -1.696566 -2.0 -2.5 1.7
H 1.521865 -0.980174 1.302713 0.6 0.2 0.2
O 4.056404 3.074593 3.757204 0.3 -2.3 0.0
H 1.751345 0.406634 -5.644551 -1.0 0.4 0.4
C -1.783732 2.215624 -3.240646 0.8 -0.7 0.3
H 1.158251 4.459661 -0.089552 -1.0 0.6 0.8
N 1.511342 0.444971 3.467221 -2.4 2.0 -0.6
H -3.176863 -5.577242 0.170307 0.1 -0.2 1.0
H 4.659120 -3.151282 0.887490 0.2 1.7 -0.1
H 2.199709 1.838900 4.763252 -0.4 1.4 2.4
H -3.990377 2.890084 1.110895 -2.3 -1.0 -0.9
H -4.116345 -1.239882 1.180921 1.0 0.1 -0.6
H -3.321268 3.445078 2.520115 1.8 -0.2 -1.4
O 1.218554 4.688178 -2.059765 -1.3 -2.3 1.1
C 0.550526 5.278114 -3.092886 2.4 2.3 -2.1
H -5.054540 -4.027114 -2.182416 -0.3 -2.4 3.0
N -1.021719 1.842206 2.161203 1.5 1.7 2.2
H -1.349518 -2.409115 -1.249703 -3.1 5.2 -0.6
H 0.813066 6.343217 -3.119855 0.1 0.2 -0.1
C 0.856924 -7.133540 -0.664939 -1.2 -0.4 -0.7
H 4.084423 4.566916 2.620873 -4.0 4.7 -2.2
H -1.071507 2.259079 3.203573 0.3 -1.0 -3.1
C 3.243228 2.125810 3.039968 -3.1 3.4 2.5
H -2.615037 -0.160152 3.382282 0.7 -2.1 0.0
C -1.566479 -5.066025 -0.813050 0.6 2.7 0.6
H 1.784929 -6.862166 -0.916728 4.4 -1.3 -1.8
C 0.261317 -3.480093 2.317698 5.0 -7.4 0.9
C -3.091644 0.701705 3.071493 -3.6 4.6 -1.0
H -0.217298 -4.038353 -2.175694 0.8 -0.4 0.3
H 1.142068 -3.533755 3.039157 0.2 0.7 -1.5
H 1.188101 -0.148905 4.255413 -0.6 0.7 -0.9
H -3.536994 -4.948721 -1.062965 -1.2 0.2 -2.1
C 4.745533 3.916385 2.876919 -1.3 -1.9 4.6
H -3.100051 -3.377196 -0.960915 -1.2 0.4 0.0
H 0.759274 4.939957 -4.119884 0.6 -0.5 0.3
H 3.435254 -2.436205 1.944856 2.7 1.6 -1.4
H 1.126465 -4.275981 0.896903 -0.7 2.3 -1.1
C 4.434951 -2.084641 1.254184 -2.6 -3.7 3.1
C -2.777114 4.515053 -0.146455 -1.1 0.5 0.8
H 5.252675 -1.704851 1.859009 -0.1 -0.3 0.5
O -2.208200 3.315215 0.525854 0.0 3.8 -1.7
H 2.202996 5.245538 1.027223 -0.7 -1.1 -1.1
C 2.542968 5.094727 -1.744621 -2.3 -2.3 1.0
O -0.112007 0.211824 -4.401595 1.2 -2.2 -3.1
H -0.889075 -2.918921 -0.796241 4.5 -6.4 -2.1
H 3.023823 5.087632 -2.599769 3.3 -1.1 -4.3
C -3.931228 -2.293764 0.881579 5.6 3.5 -2.6
H -2.118726 1.622404 -4.186573 -0.2 1.3 2.0
H 0.816305 -7.755297 0.149334 0.1 -2.1 1.8
H -1.160390 2.142218 -0.846115 0.3 0.1 1.0
C -2.387393 1.495108 1.842290 -1.9 0.1 2.4
H 4.323514 0.686333 5.616190 -2.3 -2.1 -3.0
N 1.012391 -0.333175 0.725111 -1.0 -0.6 0.0
C -3.047148 2.866978 1.537156 -0.4 -1.2 1.8
O 0.534436 -3.431836 0.929902 3.6 0.8 1.9
C 2.579107 1.182024 4.073804 4.3 -2.4 -2.3
H 1.374215 0.476797 0.304508 1.9 0.8 -1.7
N -1.744719 -2.123610 -0.282414 -0.8 5.4 4.4
H -3.177214 1.349454 4.040889 0.5 -0.7 -1.8
C -0.626591 -5.503913 0.358399 1.7 3.1 -7.1
O -4.957162 -1.875746 -1.956811 0.5 0.0 0.8
C 3.226415 2.791203 -1.011113 -6.0 -1.5 1.8
H 5.220675 3.589409 2.100493 2.4 -3.2 -4.8
H 2.437346 2.330420 -1.639392 0.8 0.2 0.2
H -0.315840 -4.650615 0.845466 -1.8 -0.2 0.6
H -3.656679 4.244361 -0.866064 1.4 0.4 1.7
O 4.066812 -1.150833 0.320539 -0.5 0.2 -0.8
H -1.213555 -2.905445 0.252181 -2.3 2.0 1.1
C 0.404118 0.886924 -3.345725 0.0 1.4 0.2
C -1.080470 -3.762245 -1.569601 5.1 -7.3 -1.9
H -1.772141 -5.818329 -1.481088 0.9 -2.2 -1.9
H 3.557336 2.061467 -0.244430 -1.7 0.5 1.2
H 0.326024 -0.526880 -6.200899 0.0 -0.4 -0.7
C 2.982808 4.205984 -0.631366 -1.6 -0.1 2.1
H -0.712391 2.646673 1.511238 -0.5 -1.6 1.5
H -6.269287 -2.877350 -3.028705 2.6 -1.5 0.9
H 3.722244 1.833442 2.185946 1.5 -1.9 -1.9
H -2.490313 2.442685 -2.329335 0.4 0.1 -2.6
H 1.534877 -1.190135 -4.971027 -1.5 1.2 -0.3
H 0.131151 2.817613 -1.451008 0.0 -0.8 -0.4
H 0.842438 1.816662 -3.809099 0.2 -0.3 1.1
H 1.187964 0.272369 -2.858622 -0.3 0.4 0.4
H -2.094287 5.148012 -0.719481 0.7 -1.1 -0.2
H 2.917203 -0.791209 5.198330 1.7 2.4 -0.8
N 1.982395 4.375216 0.479188 0.8 0.0 0.0
H -0.477842 5.303517 -3.096262 -2.5 -0.6 1.2
C -3.122341 -2.451636 -0.495759 -1.3 4.2 0.5
H 0.246624 -0.726629 0.239946 -0.5 -1.7 -2.3
C -0.801309 1.285751 -2.465120 3.5 3.4 -3.9
H -3.152592 -1.983176 -2.593862 1.6 0.8 -0.6
H 5.458742 4.357394 3.416675 2.8 2.0 2.4
H -1.179769 3.115448 -3.612170 -1.1 -1.0 0.7
H -1.672695 -3.631332 -2.406013 -2.2 1.0 -1.4
H -1.092378 -6.133347 0.899396 -2.8 -5.3 3.9
```
Forces are in eV/Å.



This record from OMol25 describes a 13-piece molecular cluster, C26H78O13S6 overall. The level of theory is ωB97M-V/def2-TZVPD.

```
123
Properties=species:S:1:pos:R:3:forces:R:3
H 0.583846 -1.275398 -5.785545 5.5 -7.0 -4.4
C 1.421846 2.778602 -4.233545 -5.0 0.3 -0.4
H -3.873154 -1.925398 -1.098545 -1.0 1.1 0.3
C -0.370154 3.850602 4.304455 -0.9 -3.6 -5.7
H 1.250846 0.168602 -0.996545 5.8 -3.9 0.9
H 0.149846 4.246602 -3.674545 -0.6 1.3 2.0
H 4.450846 -1.574398 4.288455 -0.1 -0.1 -1.5
O -2.411154 -3.189398 -0.891545 -6.4 -9.3 0.9
H 3.224846 3.595602 0.218455 0.9 1.5 6.3
H 4.962846 0.520602 2.693455 -1.8 -1.2 1.0
H 1.028846 -0.451398 1.428455 3.2 0.4 -1.6
H -3.621154 0.606602 -5.630545 -1.4 4.1 -9.3
H 3.433846 -1.708398 5.450455 -1.3 -0.1 0.0
H 1.490846 -0.172398 -7.777545 -0.5 0.1 0.4
H 0.544846 3.688602 3.538455 -2.4 0.6 1.1
H -2.673154 0.113602 -1.965545 2.9 -2.8 0.6
C 3.370846 -1.432398 4.383455 3.2 1.4 3.8
S -3.175154 1.548602 -3.750545 2.2 0.1 0.2
H 0.926846 -3.133398 5.981455 0.8 0.5 -0.4
H 2.064846 3.157602 -0.783545 0.5 0.1 -0.3
H 5.320846 1.925602 -2.490545 -1.0 3.9 0.2
H 2.109846 3.043602 -3.566545 4.0 1.2 1.8
H -1.639154 2.548602 5.361455 -1.3 0.0 1.1
H -2.540154 -0.472398 -4.742545 -1.5 0.4 -0.5
C 0.057846 -4.716398 0.683455 7.9 -2.9 -4.1
H -1.139154 2.938602 -4.702545 0.8 0.7 -1.3
H -4.328154 -0.205398 -4.380545 -1.8 -1.6 0.3
C 0.113846 -0.608398 -5.369545 2.3 8.7 -5.4
H -0.780154 -4.673398 1.068455 -8.1 2.1 4.5
H -4.585154 0.141602 -1.896545 3.6 1.9 -1.3
S -3.775154 1.012602 2.520455 -1.4 -1.3 -0.1
C 0.677846 0.579602 -7.758545 3.6 -1.7 7.1
C -3.093154 0.397602 4.020455 -7.7 -1.8 0.2
O 0.573846 -3.639398 -0.034545 2.3 -1.2 1.1
H 1.605846 2.100602 -5.029545 0.6 -0.6 -0.4
H -0.536154 4.698602 -1.344545 4.4 0.5 0.1
C 5.012846 -2.076398 0.245455 2.1 -2.0 -1.3
C -2.015154 4.194602 0.034455 0.6 0.8 -0.8
H -1.703154 -2.736398 -0.855545 6.4 5.2 -0.5
H 0.686846 2.429602 -3.473545 0.4 -1.5 -0.8
H -0.244154 -5.497398 -0.100545 1.0 0.2 0.9
H -4.280154 -1.489398 2.234455 0.2 1.9 -1.1
H 0.403846 0.688602 -8.648545 -2.9 1.1 -7.3
S -1.178154 -2.223398 5.264455 0.2 0.3 0.5
H -2.161154 5.068602 0.667455 0.5 0.4 -0.1
H -1.046154 -3.943398 3.640455 -2.3 -4.0 -0.6
C 3.952846 -3.001398 0.805455 1.5 6.9 7.0
H -3.374154 -2.651398 -2.579545 0.5 0.5 -1.6
O -1.614154 1.771602 -3.845545 -2.9 -1.0 1.1
H -0.140154 -0.727398 2.123455 -2.3 0.6 1.0
H -3.387154 1.593602 -1.375545 0.0 -1.3 -1.1
C 3.815846 0.609602 2.853455 0.8 2.0 -3.5
C 0.116846 0.036602 1.409455 -1.9 3.7 -0.1
C 0.432846 0.590602 -1.243545 -4.1 3.8 4.1
H -0.514154 -1.015398 -4.911545 -10.2 -6.1 6.8
C -1.495154 4.454602 -1.404545 -5.7 1.7 -0.4
H -2.994154 3.739602 0.040455 -0.6 -0.2 -0.5
C -4.487154 -3.978398 -1.437545 -3.6 0.7 -1.0
H 1.034846 1.486602 -7.358545 1.0 1.3 0.2
O 4.086846 0.901602 5.404455 -0.7 -0.5 0.0
H -1.851154 2.890602 1.170455 -0.3 -1.8 1.7
C 4.054846 2.481602 -1.205545 -3.7 0.7 -5.7
C -0.843154 2.456602 4.679455 2.7 2.2 1.6
H -1.739154 3.530602 -1.893545 0.6 -0.2 -0.9
H -1.161154 2.244602 3.735455 -1.3 -2.0 -2.4
H -0.064154 -3.020398 -0.261545 -1.9 2.0 -0.5
C -3.509154 -2.814398 -1.546545 -1.3 -1.3 -0.3
S -0.672154 0.265602 -6.681545 -1.2 1.0 -0.8
H 0.635846 -0.153398 -4.684545 3.1 3.4 3.1
O -1.192154 -1.468398 -0.466545 2.2 3.5 0.9
H 0.577846 -6.182398 2.289455 1.6 1.8 -1.5
H -2.258154 -0.021398 3.841455 6.3 -2.8 -1.6
H -1.969154 5.404602 -2.061545 0.7 -2.6 2.0
H -4.151154 -4.982398 -1.584545 1.0 -0.3 -0.4
H -0.022154 1.321602 1.592455 0.9 -4.1 0.4
H 5.637846 -2.647398 -0.532545 -0.3 0.1 1.7
S 3.070846 0.327602 4.459455 1.6 0.9 -0.3
H 4.526846 1.970602 -0.470545 1.4 -1.7 2.2
O 4.521846 -1.027398 -0.556545 1.2 2.1 -1.9
C -0.098154 -3.238398 6.254455 -1.0 -0.7 2.8
O -2.645154 1.726602 1.917455 0.6 0.6 -0.7
H 0.019846 0.426602 -2.145545 -0.9 0.4 -3.4
H 3.314846 1.906602 -1.857545 1.0 -0.9 1.5
H 0.912846 4.784602 -5.062545 1.3 1.8 -1.5
H 3.912846 1.815602 2.626455 -1.5 -2.8 0.4
H -1.318154 4.319602 3.883455 1.4 -0.4 -0.3
C 1.174846 -5.350398 1.638455 -3.2 -1.9 -0.7
H -3.814154 -0.597398 4.245455 1.5 3.2 0.5
H -5.460154 -3.897398 -2.094545 2.0 0.2 0.5
H 0.286846 -3.074398 3.555455 -1.6 0.8 0.2
C -0.875154 -2.967398 3.648455 5.7 1.9 3.1
C 3.111846 3.527602 -0.732545 -2.1 -0.1 -4.2
H 0.614846 1.585602 -0.730545 -0.8 -0.2 -1.7
H 3.219846 -2.299398 1.495455 1.3 -1.5 -2.0
H -0.033154 4.522602 4.898455 2.2 3.8 5.0
O 0.170846 1.602602 5.177455 1.2 4.6 -0.5
C -3.480154 0.144602 -4.858545 4.1 -3.2 9.3
H 5.271846 -0.688398 -1.227545 -2.6 -1.4 2.6
H 4.223846 -3.702398 1.544455 1.1 -1.0 0.4
O -0.534154 -0.860398 5.275455 -0.4 -1.2 -0.4
H -0.210154 -2.847398 7.418455 0.1 -1.3 -3.1
H 1.743846 -4.721398 2.325455 -0.1 0.2 -0.5
H -2.917154 1.236602 4.615455 -0.6 0.7 1.7
H -0.243154 0.808602 5.184455 -1.3 -4.3 0.3
H -4.281154 -0.509398 0.602455 -0.2 0.2 1.0
H -0.342154 -4.336398 6.082455 -0.1 1.3 0.7
H 2.684846 -1.946398 3.843455 -1.7 -1.7 -1.8
C -3.432154 0.733602 -2.142545 -5.9 2.8 1.3
H 3.071846 4.487602 -1.237545 0.6 0.0 -0.1
H -1.136154 -2.226398 3.017455 -1.6 1.5 -2.8
S -0.844154 -0.016398 -0.110545 0.1 -0.9 0.2
H -5.002154 -4.020398 -0.499545 0.2 0.2 1.2
H 5.605846 -1.766398 1.098455 0.6 0.6 -0.1
O -1.138154 3.245602 0.677455 0.5 1.8 -1.6
O 4.928846 2.901602 -2.272545 2.2 -3.5 0.1
H -2.772154 -0.911398 1.413455 -1.5 0.7 0.5
C -3.862154 -0.583398 1.631455 1.6 -2.2 -0.1
H 1.725846 -5.851398 0.834455 0.9 -0.1 1.1
H 3.203846 -0.059398 2.031455 1.6 2.1 1.7
H 3.498846 -3.355398 0.081455 -5.0 -3.8 -6.5
C 0.500846 3.963602 -4.607545 -0.3 -2.4 -0.3
O -0.616154 3.528602 -5.342545 -0.5 -0.4 0.1
O -1.472154 -0.727398 -7.445545 -0.6 -0.8 0.3
```
Forces are in eV/Å.



Taking the records one at a time from the top gives max |F| values of 9.12 13.69 eV/A.
Taking the records one at a time from the top gives energy above the lowest of the compared OMol25 structures with the same formula, charge and spin values of 12.242 5.865 eV.
Taking the records one at a time from the top gives gap between HOMO and LUMO values of 8.333 8.381 eV.